Density functional theory data (wB97M-V/def2-TZVPD) for a cluster of 2 separate species, C2H4NPS in total.

Calculated values
- Kohn-Sham gap (spin up / spin down) (eV) = 5.47 / 4.52
- strongest force on any atom (eV/Å) = 3.612
- 2S+1 = 1
- energy relative to the best compared isomer or geometry (same formula, charge and spin) (kcal/mol) = 143.2

Cartesian coordinates (Å):
C: 0.633 -0.490 0.391
C: 0.158 -0.104 -0.962
N: 0.185 0.820 0.130
P: -0.334 2.303 0.601
S: -2.330 -0.559 1.627
H: -0.042 -1.139 0.896
H: 1.642 -0.492 0.485
H: 0.899 -0.056 -1.787
H: -0.811 -0.283 -1.380